C4H8N2O | ωB97M-V with the def2-TZVPD basis set

Properties
LUMO level (hartree): 0.027
2S+1: 1
HOMO-LUMO gap (Eh): 0.354
HOMO (eV): -8.8943

Last column: natural (NBO) charge in e.
CARTESIAN COORDINATES (ANGSTROEM)
C: -0.392 0.661 2.560  -0.47
C: -0.784 -0.608 2.559  -0.03
N: -0.259 -1.604 1.721  -0.41
C: -0.346 -1.470 0.465  -0.03
H: 0.214 1.055 1.753  0.19
H: -0.620 1.302 3.400  0.21
H: -1.448 -0.988 3.328  0.19
H: 0.235 -2.111 -0.187  0.19
H: -1.003 -0.713 0.033  0.15
N: 0.349 1.331 -2.656  -0.83
C: 1.086 0.186 -2.623  0.53
O: 0.660 -0.918 -2.380  -0.60
H: -0.652 1.306 -2.548  0.40
H: 0.830 2.202 -2.511  0.39
H: 2.132 0.371 -2.914  0.11

---

C4H8N2O | ωB97M-V with the def2-TZVPD basis set

Properties
LUMO level (hartree): 0.035
2S+1: 1
HOMO-LUMO gap (Eh): 0.376
HOMO (eV): -9.2777

Last column: natural (NBO) charge in e.
CARTESIAN COORDINATES (ANGSTROEM)
C: 2.215 0.069 0.423  -0.42
N: 1.345 -0.764 -0.404  -0.43
N: 0.031 -0.429 -0.186  -0.29
C: -1.081 -1.328 0.092  -0.21
C: -1.912 -0.107 0.251  -0.51
C: -0.619 0.757 -0.094  0.67
O: -0.328 1.954 -0.140  -0.61
H: 2.175 -0.336 1.456  0.19
H: 1.765 1.039 0.518  0.21
H: 3.146 0.046 -0.078  0.20
H: 1.486 -0.495 -1.365  0.35
H: -1.409 -1.889 -0.889  0.18
H: -0.694 -2.054 0.879  0.21
H: -2.721 0.030 -0.526  0.23
H: -2.376 0.026 1.221  0.23

---

C4H8N2O | ωB97M-V with the def2-TZVPD basis set

Properties
LUMO level (hartree): 0.038
2S+1: 1
HOMO-LUMO gap (Eh): 0.394
HOMO (eV): -9.6930

Last column: natural (NBO) charge in e.
CARTESIAN COORDINATES (ANGSTROEM)
N: 1.811 -0.096 -1.288  -0.83
C: 1.583 -0.723 -0.106  0.66
O: 2.177 -1.731 0.235  -0.62
C: 0.549 -0.090 0.818  -0.32
N: -0.432 0.760 0.161  -0.42
C: -1.753 0.712 0.771  -0.25
C: -1.503 0.063 -0.536  -0.27
H: 2.550 -0.463 -1.869  0.40
H: 1.327 0.747 -1.551  0.41
H: 0.097 -0.929 1.370  0.20
H: 1.085 0.526 1.551  0.23
H: -1.879 0.055 1.632  0.19
H: -2.295 1.652 0.830  0.21
H: -1.462 -1.025 -0.573  0.20
H: -1.855 0.543 -1.445  0.20

---

C4H8N2O | ωB97M-V with the def2-TZVPD basis set

Properties
LUMO level (hartree): 0.026
2S+1: 1
HOMO-LUMO gap (Eh): 0.367
HOMO (eV): -9.2863

Last column: natural (NBO) charge in e.
CARTESIAN COORDINATES (ANGSTROEM)
C: -1.248 -0.997 0.653  -0.63
C: -0.461 0.283 0.523  -0.09
C: -0.536 1.064 -0.732  -0.27
N: -1.134 1.580 0.502  -0.58
H: -2.188 -0.932 0.090  0.20
H: -0.672 -1.837 0.255  0.23
H: -1.488 -1.214 1.699  0.21
H: 0.476 0.310 1.078  0.20
H: 0.328 1.617 -1.093  0.20
H: -1.199 0.684 -1.509  0.19
H: -2.142 1.445 0.486  0.34
N: 2.744 0.241 -0.354  -0.79
C: 2.217 -0.847 -0.481  0.87
O: 1.592 -1.834 -0.552  -0.51
H: 3.712 0.438 -0.564  0.42

---

C4H8N2O | ωB97M-V with the def2-TZVPD basis set

Properties
LUMO level (hartree): 0.022
2S+1: 1
HOMO-LUMO gap (Eh): 0.337
HOMO (eV): -8.5952

Last column: natural (NBO) charge in e.
CARTESIAN COORDINATES (ANGSTROEM)
H: 2.193 0.822 1.445  0.34
N: 1.457 1.618 0.863  -0.67
C: 0.862 0.802 0.227  0.38
C: 1.481 -0.637 -0.285  -0.14
O: 2.810 -0.852 -0.138  -0.67
N: -0.287 0.842 -0.361  -0.44
C: -1.439 0.470 -0.662  0.22
C: -2.336 -0.159 0.430  -0.70
H: 0.891 -0.766 -1.260  0.17
H: 0.886 -1.349 0.193  0.17
H: 3.188 -0.467 -0.950  0.48
H: -1.964 0.495 -1.783  0.17
H: -2.446 0.642 1.194  0.24
H: -1.922 -0.978 0.965  0.23
H: -3.374 -0.483 0.122  0.22

---

C4H8N2O | ωB97M-V with the def2-TZVPD basis set

Properties
LUMO level (hartree): 0.031
2S+1: 1
HOMO-LUMO gap (Eh): 0.345
HOMO (eV): -8.5231

Last column: natural (NBO) charge in e.
CARTESIAN COORDINATES (ANGSTROEM)
C: 1.559 -0.182 1.449  -0.41
N: 0.818 0.396 0.210  -0.17
C: 0.854 -0.136 -1.077  0.23
N: -0.118 -0.288 -2.011  -0.46
C: -1.240 0.317 -1.275  -0.29
C: -1.415 -0.068 0.083  -0.16
O: -0.367 0.895 0.664  -0.39
H: 2.456 -0.869 0.888  0.20
H: 2.142 0.400 2.213  0.23
H: 0.721 -0.782 1.940  0.21
H: 1.927 -0.341 -1.195  0.19
H: -1.148 1.442 -1.370  0.24
H: -2.373 -0.019 -1.726  0.18
H: -2.455 0.207 0.531  0.21
H: -1.361 -0.971 0.679  0.22

---

C4H8N2O | ωB97M-V with the def2-TZVPD basis set

Properties
LUMO level (hartree): 0.001
2S+1: 1
HOMO-LUMO gap (Eh): 0.274
HOMO (eV): -7.4263

Last column: natural (NBO) charge in e.
CARTESIAN COORDINATES (ANGSTROEM)
C: -1.077 0.735 0.516  -0.42
N: 0.013 -0.219 0.162  -0.36
C: -0.048 -0.818 -1.209  -0.56
C: 1.386 0.384 0.309  0.10
O: 1.488 1.256 1.382  -0.70
C: -1.051 -1.805 -1.276  0.21
N: -1.845 -2.664 -1.293  -0.43
H: -2.022 0.224 0.330  0.24
H: -0.993 1.046 1.559  0.22
H: -0.988 1.607 -0.135  0.22
H: -0.057 -1.008 0.807  0.42
H: -0.139 -0.011 -1.936  0.20
H: 1.554 0.947 -0.608  0.20
H: 2.077 -0.462 0.345  0.20
H: 1.758 0.780 2.176  0.48

---

C4H8N2O | ωB97M-V with the def2-TZVPD basis set

Properties
LUMO level (hartree): -0.018
2S+1: 1
HOMO-LUMO gap (Eh): 0.279
HOMO (eV): -8.1059

Last column: natural (NBO) charge in e.
CARTESIAN COORDINATES (ANGSTROEM)
N: 0.776 -1.258 -0.596  -0.95
C: 1.583 -0.759 0.314  0.62
O: 2.725 -1.015 0.699  -0.69
C: 0.923 0.451 1.086  -0.33
N: -0.421 0.686 0.602  -0.17
C: -1.721 0.022 0.399  -0.22
C: -1.161 1.217 -0.256  0.22
H: 1.271 -2.018 -1.064  0.36
H: -0.303 -0.282 -1.965  0.08
H: 0.867 0.219 2.150  0.23
H: 1.503 1.361 0.926  0.23
H: -1.657 -0.930 -0.127  0.26
H: -2.447 0.141 1.199  0.20
H: -0.782 0.149 -2.382  -0.10
H: -1.155 2.016 -0.984  0.25

---

Q: Which of these has the highest LUMO level?
A: number 3